Record 1
{
  "formula": "C8H12N4",
  "method": "ωB97M-V/def2-TZVPD",
  "symbols": ["C", "C", "N", "H", "H", "H", "C", "C", "N", "H", "H", "H", "C", "C", "N", "H", "H", "H", "C", "C", "N", "H", "H", "H"],
  "coordinates": [[-11.884410, -3.499976, 12.711838], [-10.439381, -3.456311, 12.705882], [-9.293961, -3.425257, 12.695373], [-12.311258, -2.494201, 12.740377], [-12.240018, -4.008884, 13.607342], [-12.265422, -3.980769, 11.813314], [-13.381792, -0.395613, 9.428212], [-12.425241, -0.146766, 10.494245], [-11.703740, 0.034491, 11.364002], [-13.894059, -1.334192, 9.641957], [-12.880253, -0.503060, 8.465993], [-14.119421, 0.395736, 9.330255], [-15.570225, -4.496172, 12.590524], [-15.693039, -3.461170, 11.587270], [-15.784704, -2.624672, 10.810033], [-16.349215, -5.251806, 12.482001], [-15.608333, -4.125100, 13.609730], [-14.626678, -5.022616, 12.429184], [-18.748553, -2.852073, 9.086726], [-19.823689, -3.224378, 8.175530], [-20.662190, -3.525257, 7.458337], [-17.788423, -3.232677, 8.741410], [-18.920774, -3.319468, 10.058688], [-18.670262, -1.780095, 9.237631]],
  "atomic_forces_ev_per_a": [[-0.7, 0.3, 0.2], [0.2, 0.1, -0.1], [0.1, 0.0, 0.0], [0.3, 0.0, -0.1], [0.0, -0.2, -0.1], [0.1, -0.2, 0.0], [0.0, -0.4, -0.4], [-0.3, 0.1, -0.2], [0.3, 0.0, 0.3], [-0.1, 0.1, 0.0], [0.1, 0.0, 0.1], [0.0, 0.1, 0.2], [0.2, -0.9, 0.0], [-0.2, 0.2, 0.2], [0.0, 0.1, -0.2], [-0.1, 0.2, -0.1], [0.0, 0.3, 0.0], [0.0, 0.1, 0.1], [0.2, -0.4, 0.4], [0.4, 0.3, 0.2], [-0.3, -0.1, -0.3], [0.0, 0.1, -0.2], [-0.1, 0.1, 0.0], [-0.1, 0.1, -0.1]],
  "orbital_gap_ev": 11.765,
  "homo_energy_ha": -0.4309,
  "smiles": "CC#N.CC#N.CC#N.CC#N"
}

Record 2
{
  "formula": "C26H33CeO4",
  "method": "ωB97M-V/def2-TZVPD",
  "symbols": ["O", "C", "C", "H", "H", "C", "H", "H", "C", "H", "H", "H", "C", "H", "H", "H", "Ce", "C", "C", "C", "H", "C", "C", "H", "H", "H", "H", "C", "C", "C", "H", "C", "C", "H", "H", "H", "H", "O", "C", "C", "H", "H", "C", "H", "H", "C", "H", "H", "H", "H", "O", "C", "O", "C", "C", "C", "C", "C", "C", "H", "H", "H", "H", "H"],
  "coordinates": [[-0.666554, 2.362038, -0.462192], [-0.786251, 2.082515, -1.933862], [-1.830431, 3.141564, -2.198756], [-1.213329, 1.080477, -2.085328], [0.178117, 2.222837, -2.441859], [-1.748949, 3.399972, -0.702566], [-2.758790, 2.723618, -2.583982], [-1.494532, 3.985357, -2.792482], [-3.006827, 3.015036, 0.019713], [-3.387702, 2.048202, -0.345698], [-3.776738, 3.778552, -0.141840], [-2.811929, 3.000635, 1.088416], [-1.306613, 4.832114, -0.477604], [-0.547827, 5.135321, -1.213276], [-0.963291, 5.007492, 0.545723], [-2.178652, 5.480570, -0.663419], [0.440140, 0.783438, 0.603746], [3.118012, 1.319328, 1.454185], [3.502489, 0.448748, 0.392630], [3.009771, 0.992466, -0.830394], [4.123793, -0.448903, 0.485179], [2.340417, 2.231146, -0.531783], [2.416872, 2.442568, 0.891991], [2.065441, 3.329946, 1.427023], [3.357780, 1.183712, 2.512473], [3.185800, 0.594827, -1.837570], [1.932910, 2.931822, -1.266690], [0.010779, 0.112220, 3.435760], [0.410460, 1.470356, 3.260358], [-0.565620, 2.126118, 2.447129], [1.268390, 1.960478, 3.721605], [-1.575002, 1.132633, 2.116335], [-1.190687, -0.106988, 2.708233], [-1.772175, -1.032030, 2.638556], [0.492640, -0.616592, 4.084263], [-0.546849, 3.183310, 2.162098], [-2.515015, 1.267498, 1.587611], [-3.314474, -1.336556, -3.067539], [-2.587209, -2.042788, -2.047147], [-1.164824, -1.460591, -2.059355], [-2.436016, -3.114018, -2.268295], [-3.124578, -1.979123, -1.090365], [-0.938630, -1.037859, -3.527088], [-0.411110, -2.169705, -1.734205], [-1.196786, -0.563615, -1.424053], [-2.376099, -0.752799, -4.028515], [-0.487340, -1.887342, -4.074035], [-0.288182, -0.164045, -3.661282], [-2.564250, -1.138785, -5.050474], [-2.555733, 0.332055, -4.089771], [2.074133, -1.279156, 2.257000], [1.543334, -2.040562, 1.413372], [0.706459, -1.569654, 0.516484], [1.886600, -3.528854, 1.491076], [1.255344, -4.482664, 0.669049], [1.478896, -5.853198, 0.876049], [2.337810, -6.272906, 1.907866], [3.029859, -5.333856, 2.689207], [2.797377, -3.966258, 2.480837], [0.587432, -4.153908, -0.131920], [0.993523, -6.600168, 0.235334], [2.475238, -7.337328, 2.098385], [3.752693, -5.648014, 3.454184], [3.316482, -3.220707, 3.091476]],
  "atomic_forces_ev_per_a": [[-1.6, 1.5, -2.2], [0.5, -0.8, -0.9], [0.4, -0.5, 0.1], [0.5, 0.4, 0.1], [-0.2, -0.2, 0.3], [-1.4, 1.4, -0.1], [0.0, 0.2, 0.1], [0.0, -0.1, -0.1], [-0.1, 0.2, 0.3], [0.1, 0.3, 0.3], [0.2, -0.2, -0.2], [-0.3, 0.0, 0.0], [0.2, 0.0, 0.3], [0.0, -0.2, 0.5], [0.0, 0.1, -0.1], [0.2, -0.3, 0.1], [3.5, -3.6, 1.8], [-0.2, 0.3, -0.6], [-0.6, 0.5, -0.2], [-0.3, 0.4, 0.6], [-0.6, 0.4, 0.0], [0.3, -0.2, 0.4], [0.3, -0.4, -0.6], [0.2, -0.4, -0.2], [-0.2, 0.0, -0.5], [-0.2, 0.1, 0.6], [0.3, -0.3, 0.4], [-0.3, 0.3, -0.3], [-0.7, -0.2, -0.3], [-0.8, -0.6, 0.4], [-0.3, -0.3, -0.2], [0.3, 0.2, 0.6], [0.3, 0.8, 0.1], [0.4, 0.4, 0.1], [0.0, 0.2, -0.5], [-0.1, -0.5, 0.2], [0.5, -0.1, 0.2], [1.0, 0.1, -0.2], [0.7, -0.3, -0.6], [-0.4, 0.5, -0.2], [-0.6, 0.2, -0.2], [0.2, 0.2, -0.3], [-0.6, -0.7, -0.1], [0.0, 0.2, 0.4], [0.3, -0.2, 0.3], [-0.2, -0.2, 0.0], [-0.2, 0.5, 0.2], [-0.1, -0.3, 0.1], [0.0, -0.1, 0.7], [-0.1, -0.2, 0.2], [-0.9, -0.6, -1.3], [0.9, 0.4, 1.0], [0.2, 0.2, 0.2], [-0.3, -0.1, -0.1], [0.2, -0.1, 0.2], [0.3, 0.2, 0.3], [0.0, 0.3, -0.2], [-0.3, 0.4, -0.4], [-0.2, 0.0, -0.2], [0.2, -0.1, 0.3], [0.2, 0.4, 0.3], [0.0, 0.3, -0.1], [-0.5, 0.1, -0.4], [-0.3, -0.3, -0.3]],
  "total_charge": 1,
  "orbital_gap_ev": [6.782, 6.765],
  "homo_energy_ha": [-0.4171, -0.4171]
}

Record 3
{
  "formula": "C12H30ClI2N3P3Pm",
  "method": "ωB97M-V/def2-TZVPD",
  "symbols": ["I", "I", "Pm", "P", "C", "C", "H", "H", "H", "H", "H", "H", "C", "H", "H", "H", "P", "C", "C", "H", "H", "H", "C", "H", "H", "H", "H", "H", "H", "Cl", "C", "N", "C", "N", "C", "N", "C", "P", "C", "C", "H", "H", "H", "H", "H", "H", "H", "H", "H", "H", "H", "H"],
  "coordinates": [[0.306919, 2.073903, -5.908252], [-0.371927, 3.739484, -3.731739], [-0.006875, 0.770712, -1.542737], [-2.779920, 0.457717, -1.741065], [-3.764460, 1.623734, -0.629705], [-3.303673, 0.852307, -3.481253], [-4.385510, 0.775114, -3.730028], [-4.458885, -1.487427, -1.501290], [-2.779975, 0.178039, -4.169158], [-2.846072, -1.944038, -2.054553], [-3.445011, 2.647584, -0.881250], [-2.996115, 1.873166, -3.759659], [-3.379178, -1.261589, -1.383102], [-4.877001, 1.593192, -0.705841], [-3.119074, -1.553655, -0.351481], [-3.498546, 1.435923, 0.427749], [2.777717, 0.484975, -1.736218], [3.750616, 1.656174, -0.618170], [3.393546, -1.229298, -1.376556], [2.793274, 0.202039, -4.163982], [4.391298, 0.813118, -3.722427], [2.995968, 1.896680, -3.759190], [3.309245, 0.880096, -3.473459], [2.867850, -1.916651, -2.048725], [4.474824, -1.444823, -1.495608], [4.863181, 1.637836, -0.691260], [3.484546, 1.468260, 0.439124], [3.137473, -1.527939, -0.345744], [3.424227, 2.677781, -0.868944], [0.006873, -1.145248, -3.370499], [1.202733, -1.420171, 3.784679], [1.247706, -0.007716, 3.309421], [-0.008359, 0.682539, 3.730987], [-1.254691, -0.024429, 3.308054], [-1.191280, -1.436227, 3.783022], [0.010993, -2.161026, 3.328593], [0.013459, -2.399718, 1.891526], [0.002455, -0.712413, 0.944261], [1.466086, 0.099562, 1.887681], [-1.473213, 0.080089, 1.886139], [1.145722, -1.377674, 4.877808], [2.105890, -1.945709, 3.437717], [-0.014738, 1.696524, 3.319939], [-0.009266, 0.722226, 4.830711], [-2.086474, -1.973973, 3.434886], [-1.135920, -1.392696, 4.876392], [0.887310, -3.025337, 1.662604], [-0.851648, -3.037458, 1.662027], [1.552031, 1.165917, 1.623078], [2.382462, -0.436485, 1.588288], [-2.381997, -0.468053, 1.585426], [-1.574595, 1.145044, 1.621804]],
  "atomic_forces_ev_per_a": [[-0.4, 0.8, 1.1], [0.5, -1.2, -0.8], [0.0, -0.9, -1.6], [-2.8, -0.1, 0.0], [0.1, -0.2, -0.1], [-0.2, 0.1, -0.3], [0.6, -0.1, 0.7], [0.5, 0.7, -0.1], [0.0, 0.0, 0.2], [0.0, 0.1, 0.1], [-0.1, -0.2, 0.1], [0.0, -0.3, 0.3], [-0.1, -0.3, 0.1], [0.9, -0.3, -0.2], [0.0, 0.2, -0.3], [-0.1, 0.1, -0.5], [2.8, 0.1, 0.1], [0.0, -0.1, -0.1], [0.0, -0.3, 0.1], [0.0, 0.0, 0.3], [-0.6, -0.1, 0.7], [0.0, -0.2, 0.3], [0.2, 0.1, -0.3], [0.0, 0.1, 0.1], [-0.5, 0.7, -0.1], [-0.9, -0.3, -0.2], [0.1, 0.0, -0.5], [0.0, 0.2, -0.3], [0.1, -0.2, 0.1], [0.0, 1.2, 1.2], [-0.2, 0.3, -0.3], [-0.7, -0.2, 0.5], [0.0, -0.8, 0.0], [0.7, -0.2, 0.4], [0.3, 0.3, -0.3], [0.0, 0.9, -0.3], [0.0, -0.2, 0.5], [0.0, -0.3, 0.5], [-0.7, -0.4, -0.1], [0.7, -0.4, -0.1], [0.3, -0.1, -0.2], [-0.2, 0.2, 0.3], [0.0, -0.1, 0.1], [0.0, 0.1, -0.4], [0.2, 0.2, 0.3], [-0.3, -0.1, -0.2], [0.0, 0.5, -0.3], [0.0, 0.5, -0.3], [0.0, -0.3, 0.0], [-0.3, 0.3, 0.1], [0.3, 0.3, 0.1], [0.0, -0.3, 0.0]],
  "total_charge": 2,
  "orbital_gap_ev": [5.987, 5.998],
  "homo_energy_ha": [-0.5190, -0.5193],
  "s2": 6.014,
  "spin_multiplicity": 5
}

Record 4
{
  "formula": "C3H7N2S",
  "method": "ωB97M-V/def2-TZVPD",
  "symbols": ["C", "C", "C", "N", "N", "S", "H", "H", "H", "H", "H", "H", "H"],
  "coordinates": [[0.434606, -1.393712, 0.846136], [0.858584, 0.797277, -0.125973], [-0.485623, 0.670028, -0.694738], [1.251296, -0.355863, 0.726843], [-0.754539, -1.323749, 0.461130], [-1.858168, 1.697365, -0.315506], [0.760410, -2.263850, 1.407295], [1.351128, 0.768690, -1.088318], [0.865107, 1.760768, 0.488282], [-0.756938, 0.280411, -1.592693], [2.168303, -0.666829, 0.926474], [-1.565038, -1.853651, 0.572561], [-2.269129, 1.883115, -1.611493]],
  "atomic_forces_ev_per_a": [[-1.5, -1.0, 1.2], [-0.1, 0.2, 1.5], [-3.5, 0.2, 3.5], [-0.2, 0.1, -0.8], [0.3, 3.5, -2.4], [1.1, 0.2, -0.3], [0.6, 0.0, 0.1], [1.5, 0.6, 0.2], [0.6, -1.3, -1.1], [0.5, -1.6, -2.7], [1.5, 0.9, -0.2], [-0.8, -1.4, 0.4], [0.1, -0.5, 0.7]],
  "total_charge": 1,
  "orbital_gap_ev": 8.774,
  "homo_energy_ha": -0.5250
}